Record 1
Here is a structure of composition C12H32Cl2NbO7 at a distorted geometry from OMol25. Energies are from ωB97M-V with the def2-TZVPD basis set.

Each line ends with the Löwdin charge.
Element x y z (Å)
O (0.585, -3.666, 0.268)  -0.210
C (-0.807, 1.283, -0.602)  -0.133
C (-0.786, 0.356, 3.190)  -0.368
C (-0.207, 2.459, 0.378)  -0.031
C (0.159, 0.459, -1.688)  -0.052
C (1.425, 2.807, 0.264)  -0.058
H (4.438, -7.725, 1.144)  0.049
H (5.538, 4.017, -1.148)  0.048
O (3.213, 4.941, -5.019)  -0.077
H (-3.882, -0.649, 4.841)  -0.023
O (-4.899, 2.421, -2.382)  -0.066
H (2.062, 0.846, -5.382)  0.042
H (2.973, 4.003, -5.061)  0.005
H (-0.068, -1.067, 0.801)  0.042
H (-4.258, 0.758, 0.759)  0.050
H (4.120, -7.461, -0.326)  0.054
H (-5.130, 1.775, -3.066)  0.042
H (-3.482, 1.095, 4.200)  -0.011
C (-3.076, 0.825, 0.907)  -0.402
O (2.077, 1.753, -5.041)  -0.070
H (2.445, 0.182, -2.584)  0.085
O (3.388, -4.380, 0.131)  -0.095
H (-2.974, 1.598, -1.235)  0.087
H (-2.553, -0.237, -1.166)  0.093
H (-1.397, -1.860, -0.279)  0.039
H (3.429, -5.238, 0.578)  -0.011
C (-3.894, 0.028, 3.864)  -0.433
H (1.849, 3.642, 0.980)  0.076
H (0.875, -2.792, -0.160)  0.091
H (-1.222, -4.068, 1.478)  0.093
H (1.682, 1.679, -4.160)  0.000
H (-0.317, -0.378, -2.373)  0.090
Nb (-2.495, -0.886, 2.294)  1.318
H (-2.886, 1.889, 1.406)  0.050
H (-0.930, 2.997, 1.133)  0.081
H (5.487, 3.622, 0.326)  0.048
H (-0.362, -0.175, 4.169)  0.002
H (0.286, -3.108, 2.309)  0.100
O (3.833, -7.231, 0.571)  -0.054
O (4.936, 3.675, -0.469)  -0.074
Cl (-2.030, -2.725, 3.940)  -0.131
C (2.361, 1.957, -0.801)  -0.073
H (2.457, -4.122, 0.204)  -0.017
H (-1.095, 1.449, 3.500)  -0.005
C (-2.401, 0.777, -0.586)  -0.277
H (2.534, 5.331, -4.449)  0.037
H (0.140, 0.439, 2.457)  -0.007
C (-0.387, -3.260, 1.335)  -0.329
H (3.530, 2.168, -0.882)  0.055
C (1.761, 0.782, -1.820)  -0.102
Cl (-4.325, -2.244, 1.254)  -0.189
C (-1.013, -1.798, 0.825)  -0.410
H (-5.697, 2.963, -2.292)  0.038
H (-5.010, 0.092, 3.466)  -0.009

## Properties
E_tot = -53881.308 eV
total charge = -1
HOMO level = -4.83 eV
Kohn-Sham gap = 6.98 eV

Record 2
Here is a cluster of 9 separate species, H18O9 in total at a distorted geometry from OMol25. Energies are from ωB97M-V with the def2-TZVPD basis set.

Each line ends with the Löwdin charge.
Element x y z (Å)
O (-20.698, -21.915, 0.937)  -0.059
H (-23.215, -18.033, -0.192)  0.071
O (-20.193, -20.308, -1.754)  -0.028
O (-22.728, -21.127, -0.910)  -0.018
H (-21.724, -18.305, -2.047)  -0.023
H (-22.689, -20.220, -0.715)  -0.036
H (-22.265, -23.737, -3.230)  0.025
H (-22.458, -20.948, 2.201)  -0.016
H (-23.417, -18.276, -3.442)  -0.011
H (-20.236, -19.324, -1.740)  0.033
O (-23.215, -20.678, 2.731)  -0.066
H (-21.079, -20.469, -1.733)  -0.080
H (-24.398, -18.996, -2.627)  -0.006
O (-22.377, -18.407, -0.396)  -0.032
H (-23.080, -20.916, 3.681)  0.064
O (-21.260, -18.144, -2.863)  -0.031
H (-21.818, -22.507, -2.530)  0.016
H (-20.588, -19.933, 1.315)  -0.035
H (-21.812, -18.482, 0.398)  0.048
H (-20.824, -17.313, -2.893)  0.050
H (-20.593, -18.978, 2.628)  0.106
H (-19.795, -21.807, 0.568)  0.088
H (-22.278, -21.547, -0.196)  -0.003
O (-24.298, -18.614, -3.470)  -0.017
O (-21.448, -23.283, -3.017)  -0.071
O (-20.450, -19.059, 1.632)  -0.056
H (-20.447, -22.604, 1.584)  0.088

## Properties
energy relative to the best compared isomer or geometry (same formula, charge and spin) = 247.20 kJ/mol
E_tot = -18719.573 eV
SMILES = O.O.O.O.O.O.O.O.O
HOMO level = -10.74 eV
Kohn-Sham gap = 10.47 eV

Record 3
Here is a cluster of 3 separate species, C20H34BClFN3O12S in total at a distorted geometry from OMol25. Energies are from ωB97M-V with the def2-TZVPD basis set.

Each line ends with the Löwdin charge.
Element x y z (Å)
O (-3.021, 2.954, 5.936)  0.172
H (2.021, -0.527, 1.623)  0.095
C (-2.000, -1.345, -2.767)  -0.258
H (0.758, -1.700, 1.893)  0.127
H (-0.111, 4.423, 3.893)  0.136
H (3.010, -0.564, -0.771)  0.111
H (0.344, 0.568, 1.223)  0.145
H (3.362, -2.441, 0.503)  0.092
C (2.665, -2.472, 1.335)  -0.665
O (1.697, -3.275, -1.501)  -0.112
C (-0.591, -1.598, -2.200)  -0.099
O (1.116, 2.989, 0.705)  -0.252
O (1.929, -4.643, -3.263)  0.105
H (0.068, -0.899, -2.716)  0.112
H (-2.139, -3.162, 1.554)  0.127
N (-1.121, -4.170, -0.694)  -0.079
H (-1.079, 5.527, 0.474)  0.126
H (-0.275, -2.586, -2.521)  0.106
O (-1.952, 4.581, 4.799)  0.062
H (-3.174, -3.615, -1.060)  0.095
H (-1.243, 5.541, 3.102)  0.124
O (-2.218, 2.574, 3.865)  0.060
C (-1.725, 3.426, 2.825)  -0.121
N (-2.321, 0.030, -3.171)  0.020
H (-2.787, -1.700, -2.109)  0.099
O (-0.403, 7.390, -0.107)  0.063
O (-2.504, -0.502, 0.130)  0.177
C (-1.382, -0.420, -0.265)  -0.403
C (-0.415, -1.536, -0.646)  -0.135
C (1.885, -4.469, -2.081)  -0.343
H (3.513, -2.422, -1.939)  0.134
H (1.997, -5.289, -1.368)  0.133
C (2.451, -2.192, -2.033)  -0.144
H (3.582, -1.208, 2.855)  0.080
H (0.612, 5.877, 0.900)  0.129
H (3.028, -2.809, 3.445)  0.068
C (1.563, -1.424, 1.212)  -0.148
C (-0.154, 6.004, 0.140)  -0.133
N (-0.701, 0.851, -0.470)  0.097
H (1.351, 5.600, -1.382)  0.137
C (-2.378, -4.231, -1.485)  -0.052
O (-0.406, 6.397, -2.102)  0.063
O (2.987, 1.458, 0.554)  -0.228
H (1.798, -0.170, -2.000)  0.103
H (-0.026, 4.477, -1.391)  0.115
O (-1.260, -2.812, 1.371)  0.151
C (0.276, 5.505, -1.217)  -0.129
H (2.260, -2.075, -3.099)  0.127
H (-2.205, -3.934, -2.516)  0.076
C (-1.094, -5.337, 0.212)  -0.094
H (-0.766, -6.207, -0.357)  0.092
S (1.715, 1.866, 0.064)  0.662
C (3.477, -2.264, 2.620)  -0.113
C (-1.154, 4.586, 3.613)  -0.121
Cl (2.027, -4.145, 1.398)  0.720
H (4.479, -2.669, 2.492)  0.079
C (0.559, 0.523, 0.151)  -0.313
H (-2.072, -1.951, -3.672)  0.111
B (-0.948, -2.909, 0.031)  -0.553
H (-1.486, 0.535, -3.443)  0.061
C (-0.667, 7.547, -1.430)  -0.566
F (1.851, 2.207, -1.448)  -0.122
C (-2.457, 3.332, 4.966)  -0.569
H (-2.729, -5.259, -1.517)  0.089
H (-0.426, -5.179, 1.046)  0.035
C (1.003, -0.996, -0.174)  -0.240
H (-2.763, 0.542, -2.417)  0.064
H (-0.979, 2.908, 2.228)  0.105
O (-1.071, 8.544, -1.925)  0.175
C (2.102, -0.906, -1.261)  -0.101
H (-0.643, 1.093, -1.453)  0.111
H (-2.081, -5.562, 0.631)  0.089
H (-2.560, 3.721, 2.186)  0.135

## Properties
E_tot = -77083.796 eV
SMILES = C[C@@H](Cl)C[C@]1(CCOC=O)[C@@H](S(=O)(=O)F)NC(=O)[C@]1(CCN)B(O)N(C)C.O=C1OCCO1.O=C1OCCO1
HOMO level = -9.60 eV
Kohn-Sham gap = 9.52 eV

Record 4
Here is a structure of composition CaH2O from OMol25. Energies are from ωB97M-V with the def2-TZVPD basis set.

Each line ends with the Löwdin charge.
Element x y z (Å)
O (-0.972, -2.047, -0.771)  -0.163
Ca (-0.040, -0.086, -0.032)  1.912
H (-0.306, -2.595, -1.245)  0.117
H (-1.588, -2.700, -0.367)  0.134

## Properties
energy relative to the best compared isomer or geometry (same formula, charge and spin) = 7.29 kJ/mol
E_tot = -20500.856 eV
total charge = +2
HOMO level = -23.49 eV
Kohn-Sham gap = 12.33 eV

Record 5
Here is a cluster of 2 separate species, C6H16N2O2Si in total at a distorted geometry from OMol25. Energies are from ωB97M-V with the def2-TZVPD basis set.

Each line ends with the Löwdin charge.
Element x y z (Å)
H (2.321, 0.256, 1.151)  0.047
H (-0.749, 2.305, -0.728)  0.007
C (-0.238, -0.745, -2.698)  -0.202
H (-1.090, 1.283, 1.868)  0.092
H (-0.754, -0.244, -3.506)  0.024
C (0.476, -1.722, 1.144)  -0.522
C (-0.051, 1.173, 2.352)  -0.099
C (0.056, 1.857, -1.281)  -0.151
C (-2.267, 0.073, -0.535)  -0.169
H (-2.629, 0.999, -0.774)  -0.015
H (-2.870, -0.689, -1.043)  0.039
H (-2.542, -0.021, 0.503)  0.015
H (2.446, 0.131, -0.472)  0.055
N (1.045, 1.741, 1.949)  0.006
C (0.810, -0.821, 0.176)  -0.292
H (0.780, -0.715, -2.919)  -0.006
Si (-0.426, -0.035, -1.004)  0.569
N (2.218, -0.376, 0.357)  0.020
H (0.911, 2.397, 1.205)  0.009
H (2.204, -1.982, 1.541)  0.142
H (-0.681, -1.863, -2.631)  0.091
H (-0.699, -3.092, 1.890)  0.180
H (0.177, 0.639, 3.293)  0.076
H (0.922, 1.958, -0.706)  -0.037
H (0.065, 2.124, -2.314)  0.021
O (1.333, -2.367, 1.923)  0.072
O (-0.766, -2.265, 1.259)  0.031

## Properties
energy relative to the best compared isomer or geometry (same formula, charge and spin) = 104.33 kJ/mol
E_tot = -21432.639 eV
SMILES = C[Si](C)(C)C(N)=C(O)O.C=N
HOMO level = -7.89 eV
Kohn-Sham gap = 8.56 eV

Record 6
Here is a structure of composition C30H49Cl3InN3O4Si at a distorted geometry from OMol25. Energies are from ωB97M-V with the def2-TZVPD basis set.

Each line ends with the Löwdin charge.
Element x y z (Å)
C (5.856, -1.049, 5.420)  -0.220
H (1.094, -4.885, -0.264)  0.091
H (3.094, -2.806, -5.732)  0.078
H (3.678, -0.251, -2.511)  0.096
C (-1.261, 1.100, -5.525)  -0.089
H (-5.169, 2.463, -3.022)  0.091
H (1.265, 0.605, -2.555)  0.136
C (0.470, 3.758, 1.725)  -0.627
C (-1.358, 5.224, 2.302)  -0.112
Si (4.351, -1.165, 4.255)  0.109
N (-1.269, 1.519, 4.264)  -0.155
C (3.663, 0.561, 4.049)  -0.251
H (0.510, 1.252, 3.260)  0.104
C (-0.570, 1.036, 3.251)  -0.244
H (0.826, -2.102, -4.770)  0.102
H (6.279, -2.048, 5.619)  0.027
H (1.356, 2.160, -0.250)  0.037
O (-1.113, 0.390, 2.297)  -0.088
C (-2.187, 4.521, 1.427)  -0.098
C (3.379, -2.567, 5.030)  -0.222
C (-1.370, -1.116, -3.818)  -0.049
C (2.771, -3.100, -4.722)  -0.100
H (3.861, -2.025, -2.525)  0.065
C (-0.305, 3.129, 0.721)  -0.333
H (-2.985, 0.508, 3.633)  0.094
H (-0.194, 2.148, -1.175)  0.046
H (-4.679, -0.390, -0.754)  0.089
H (-2.349, 2.919, -0.012)  0.103
C (1.931, -1.311, -3.158)  -0.229
N (-0.518, -3.668, -0.720)  -0.156
H (4.087, -3.337, 5.371)  0.032
H (-1.232, 1.989, -6.166)  0.104
H (-1.403, -1.936, -3.096)  0.096
H (0.297, 2.793, 4.840)  0.084
H (1.556, -3.289, -0.905)  0.091
H (2.906, -1.218, -1.238)  0.035
Cl (4.846, -1.814, 2.339)  0.272
In (-0.109, -0.031, 0.408)  0.527
C (-2.318, 0.186, -5.619)  -0.122
C (1.752, -2.152, -4.190)  -0.121
H (-0.575, 2.024, 6.197)  0.093
H (-4.587, 1.236, -4.172)  0.083
H (-1.337, 3.348, 5.290)  0.094
N (-3.963, 0.975, -2.168)  -0.167
C (-1.349, -2.736, -0.243)  -0.276
C (-0.026, 4.831, 2.451)  -0.133
C (0.801, -0.396, -2.691)  -0.397
H (2.320, -4.097, -4.808)  0.069
O (-2.389, 0.253, -0.668)  -0.050
C (-0.307, -0.220, -3.735)  -0.195
O (-1.097, -2.023, 0.762)  -0.080
H (6.647, -0.395, 5.023)  0.025
H (-1.935, -4.420, -2.052)  0.093
H (0.946, -3.417, 0.772)  0.067
C (3.162, -1.207, -2.313)  -0.043
H (0.590, 1.585, -4.475)  0.122
C (-0.844, -4.381, -1.945)  -0.042
C (-2.653, 1.115, 4.478)  -0.011
C (-5.028, 0.135, -1.643)  -0.025
Cl (2.040, 3.160, 2.117)  0.747
Cl (1.977, -0.765, 1.299)  0.158
C (-4.309, 1.837, -3.295)  -0.042
H (5.494, -0.627, 6.374)  0.032
H (0.621, 5.326, 3.168)  0.100
H (-2.726, 0.545, 5.412)  0.098
H (4.479, 1.245, 3.775)  0.039
H (2.921, 0.599, 3.241)  -0.081
H (-0.437, -5.397, -1.875)  0.091
H (-2.281, -2.608, -0.823)  0.148
H (-3.185, -1.651, -4.857)  0.103
C (0.855, -3.816, -0.240)  -0.019
H (-3.454, 2.474, -3.552)  0.094
H (3.205, 0.922, 4.979)  0.031
H (2.688, -3.030, 4.317)  0.022
C (-0.684, 2.473, 5.202)  -0.025
H (-1.743, 6.061, 2.878)  0.095
H (3.655, -3.178, -4.077)  0.059
C (-1.683, 3.476, 0.661)  -0.036
C (-2.711, 0.882, -1.704)  -0.287
H (2.814, -2.211, 5.901)  0.029
H (-3.270, 2.012, 4.577)  0.094
H (-0.409, -3.887, -2.831)  0.085
C (-0.251, 0.891, -4.584)  -0.034
C (-2.367, -0.932, -4.782)  -0.083
H (-5.357, -0.581, -2.405)  0.094
H (-3.245, 4.784, 1.349)  0.101
H (-5.889, 0.763, -1.400)  0.089
C (0.263, 2.139, -0.179)  -0.184
H (-3.125, 0.375, -6.333)  0.099
O (0.276, -0.909, -1.523)  -0.277
H (-1.971, 1.419, -2.334)  0.140

## Properties
E_tot = -95188.543 eV
HOMO level = -7.14 eV
Kohn-Sham gap = 7.49 eV